Here is a 5-piece molecular cluster, C24H51IO15S4 overall from OMol25. Energies are from ωB97M-V/def2-TZVPD.

Last column: Löwdin charge in e.
Positions of all 95 atoms, in Å:
C (4.869, -1.078, 1.461)  0.110
C (4.378, -0.717, 0.429)  -0.149
C (3.803, -0.286, -0.846)  -0.178
C (4.596, 0.895, -1.453)  -0.146
C (3.841, 2.170, -1.877)  -0.206
C (2.564, 2.525, -1.130)  -0.738
I (1.969, 4.544, -1.878)  0.914
C (2.595, 2.471, 0.384)  -0.131
C (3.734, 3.139, 1.144)  -0.332
C (4.342, 4.408, 0.692)  -0.026
O (5.017, 3.044, 0.664)  -0.087
O (1.584, 1.669, -1.677)  -0.183
C (0.473, 1.239, -0.912)  -0.180
C (-0.576, 2.298, -0.533)  -0.201
O (-1.215, 1.908, 0.680)  -0.195
C (-2.156, 0.864, 0.475)  -0.116
H (5.394, -1.409, 2.323)  0.020
H (2.756, -0.066, -0.668)  0.082
H (3.836, -1.152, -1.507)  0.121
H (5.102, 0.519, -2.341)  0.101
H (5.398, 1.173, -0.776)  0.096
H (4.538, 3.004, -1.865)  0.072
H (3.546, 2.066, -2.921)  0.115
H (1.719, 2.978, 0.795)  0.116
H (2.576, 1.452, 0.772)  0.118
H (3.615, 3.056, 2.222)  0.148
H (4.953, 4.905, 1.432)  0.107
H (4.397, 4.714, -0.337)  0.039
H (0.735, 0.658, -0.023)  0.124
H (-0.027, 0.524, -1.568)  0.134
H (-0.127, 3.263, -0.325)  0.058
H (-1.324, 2.367, -1.323)  0.127
H (-2.314, 0.616, -0.575)  0.087
H (-1.856, -0.053, 0.988)  0.080
H (-3.126, 1.150, 0.890)  0.095
C (-3.150, -1.655, 7.175)  -0.073
C (-3.419, -1.600, 5.687)  -0.252
O (-2.839, -0.442, 5.047)  -0.265
S (-1.264, -0.437, 4.821)  0.570
C (-1.197, 0.945, 3.744)  -0.112
O (-0.903, -1.631, 4.115)  -0.278
O (-0.608, -0.122, 6.053)  -0.275
H (-2.091, -1.796, 7.385)  0.071
H (-3.701, -2.487, 7.614)  0.081
H (-3.464, -0.728, 7.656)  0.085
H (-3.066, -2.500, 5.180)  0.113
H (-4.486, -1.508, 5.494)  0.119
H (-1.714, 0.705, 2.826)  0.027
H (-0.147, 1.147, 3.544)  0.083
H (-1.653, 1.799, 4.239)  0.086
C (-5.204, -3.171, -3.800)  -0.069
C (-5.177, -3.707, -2.383)  -0.241
O (-3.876, -4.216, -2.001)  -0.261
S (-2.718, -3.177, -1.698)  0.559
C (-1.561, -4.314, -1.023)  -0.117
O (-3.156, -2.280, -0.669)  -0.288
O (-2.205, -2.661, -2.929)  -0.272
H (-4.580, -2.285, -3.905)  0.071
H (-6.226, -2.905, -4.067)  0.085
H (-4.835, -3.921, -4.499)  0.086
H (-5.506, -2.949, -1.670)  0.104
H (-5.849, -4.557, -2.291)  0.124
H (-1.959, -4.718, -0.097)  0.076
H (-0.648, -3.753, -0.836)  0.078
H (-1.380, -5.100, -1.752)  0.077
C (-6.608, -0.964, 1.003)  -0.068
C (-7.222, -2.318, 1.289)  -0.245
O (-8.602, -2.231, 1.716)  -0.263
S (-9.687, -1.903, 0.604)  0.563
C (-11.111, -2.278, 1.562)  -0.122
O (-9.546, -2.848, -0.463)  -0.279
O (-9.671, -0.503, 0.311)  -0.273
H (-7.082, -0.479, 0.151)  0.073
H (-5.546, -1.076, 0.778)  0.071
H (-6.724, -0.303, 1.862)  0.086
H (-7.159, -2.980, 0.424)  0.103
H (-6.698, -2.800, 2.111)  0.122
H (-11.110, -3.338, 1.798)  0.075
H (-11.973, -2.022, 0.949)  0.078
H (-11.094, -1.671, 2.462)  0.076
C (10.985, 1.458, -4.822)  -0.073
C (10.395, 1.167, -3.459)  -0.247
O (9.625, 2.272, -2.927)  -0.263
S (8.193, 2.541, -3.556)  0.565
C (7.621, 3.683, -2.347)  -0.116
O (7.427, 1.333, -3.479)  -0.277
O (8.336, 3.219, -4.807)  -0.272
H (10.209, 1.570, -5.578)  0.071
H (11.637, 0.636, -5.118)  0.082
H (11.564, 2.381, -4.800)  0.085
H (9.770, 0.273, -3.471)  0.114
H (11.182, 1.010, -2.725)  0.121
H (7.525, 3.174, -1.391)  0.076
H (6.651, 4.036, -2.694)  0.071
H (8.324, 4.509, -2.288)  0.077

SMILES = C#CCCC[C@](I)(C[C@@H]1CO1)OCCOC.CCOS(C)(=O)=O.CCOS(C)(=O)=O.CCOS(C)(=O)=O.CCOS(C)(=O)=O
LUMO = 0.3 eV
Gap between HOMO and LUMO = 9.4708 eV
HOMO level = -0.3352 Eh


Here is C50H47As2Cl3GeN4O5Rb as an isolated structure from OMol25. Energies are from ωB97M-V/def2-TZVPD.

Last column: Löwdin charge in e.
Positions of all 113 atoms, in Å:
Rb (-0.801, -0.017, -0.266)  0.867
O (-1.034, -1.108, -4.857)  0.129
C (-1.044, -0.457, -3.686)  -0.494
O (-1.722, -0.813, -2.753)  0.003
C (-0.125, 0.715, -3.648)  -0.213
C (0.554, 1.200, -4.754)  0.022
C (1.407, 2.283, -4.573)  -0.038
C (1.552, 2.829, -3.311)  -0.015
C (0.855, 2.245, -2.261)  -0.246
N (0.027, 1.227, -2.432)  0.054
C (0.904, 2.702, -0.815)  -0.695
O (0.731, 3.893, -0.570)  0.021
O (1.020, 1.755, 0.044)  -0.343
H (-1.600, -1.887, -4.772)  0.134
H (0.420, 0.738, -5.721)  0.120
H (1.967, 2.676, -5.411)  0.114
H (2.198, 3.675, -3.117)  0.129
C (-3.309, 0.911, 1.761)  -0.461
C (-3.534, 2.355, 1.331)  -0.413
As (-1.944, 3.001, 0.331)  1.322
C (-2.381, 4.905, 0.437)  -0.358
C (-3.585, 5.419, -0.037)  -0.106
C (-3.858, 6.774, 0.059)  -0.089
C (-2.931, 7.634, 0.635)  -0.094
C (-1.732, 7.130, 1.114)  -0.079
C (-1.457, 5.774, 1.006)  -0.102
C (-2.590, 2.761, -1.494)  -0.389
C (-3.415, 1.722, -1.908)  -0.122
C (-3.738, 1.563, -3.250)  -0.092
C (-3.233, 2.437, -4.199)  -0.088
C (-2.422, 3.491, -3.796)  -0.075
C (-2.103, 3.648, -2.459)  -0.114
As (-1.669, 0.649, 2.877)  1.321
C (-2.526, -0.001, 4.530)  -0.403
C (-1.726, -0.764, 5.382)  -0.115
C (-2.247, -1.335, 6.532)  -0.083
C (-3.586, -1.152, 6.850)  -0.095
C (-4.387, -0.369, 6.031)  -0.085
C (-3.855, 0.205, 4.884)  -0.127
C (-1.254, 2.443, 3.591)  -0.381
C (-0.134, 3.101, 3.083)  -0.171
C (0.315, 4.284, 3.650)  -0.091
C (-0.358, 4.840, 4.727)  -0.084
C (-1.475, 4.199, 5.240)  -0.080
C (-1.912, 3.006, 4.681)  -0.096
H (-3.138, 0.280, 0.882)  -0.008
H (-4.181, 0.504, 2.271)  0.054
H (-3.637, 3.005, 2.202)  0.064
H (-4.441, 2.458, 0.730)  0.069
H (-4.315, 4.759, -0.494)  0.104
H (-4.792, 7.167, -0.323)  0.100
H (-3.143, 8.693, 0.704)  0.099
H (-1.003, 7.794, 1.561)  0.102
H (-0.510, 5.377, 1.339)  0.077
H (-3.833, 1.024, -1.189)  0.097
H (-4.387, 0.751, -3.554)  0.109
H (-3.478, 2.307, -5.246)  0.103
H (-2.034, 4.190, -4.527)  0.107
H (-1.466, 4.466, -2.141)  0.109
H (-0.687, -0.928, 5.113)  0.082
H (-1.612, -1.929, 7.178)  0.103
H (-4.006, -1.615, 7.735)  0.100
H (-5.427, -0.207, 6.286)  0.102
H (-4.505, 0.813, 4.263)  0.097
H (0.396, 2.685, 2.234)  0.058
H (1.199, 4.766, 3.251)  0.112
H (-0.013, 5.768, 5.166)  0.102
H (-1.997, 4.615, 6.093)  0.101
H (-2.768, 2.506, 5.115)  0.088
Cl (3.791, 0.555, -2.369)  0.096
Ge (2.763, -0.095, -0.481)  0.139
Cl (1.364, -1.594, -1.405)  0.132
Cl (4.319, -1.485, 0.395)  0.017
C (-2.103, -6.768, 2.025)  0.000
N (-2.490, -5.371, 1.989)  -0.066
N (-1.936, -4.485, 1.073)  0.059
C (-2.039, -3.188, 1.559)  -0.409
O (-1.658, -2.191, 0.933)  -0.162
C (-2.656, -3.323, 2.843)  0.079
C (-2.867, -4.647, 3.077)  -0.260
C (-3.385, -5.301, 4.308)  -0.002
C (-1.617, -4.862, -0.250)  -0.192
C (-2.461, -5.704, -0.969)  -0.028
C (-2.116, -6.083, -2.256)  -0.078
C (-0.946, -5.610, -2.834)  -0.083
C (-0.127, -4.744, -2.125)  -0.074
C (-0.452, -4.376, -0.829)  -0.025
H (-1.661, -7.049, 1.075)  0.085
H (-2.982, -7.388, 2.195)  0.098
H (-1.375, -6.958, 2.818)  0.098
H (-2.905, -2.501, 3.487)  0.100
H (-3.664, -4.531, 5.023)  0.084
H (-2.616, -5.934, 4.757)  0.087
H (-4.253, -5.928, 4.098)  0.091
H (-3.390, -6.044, -0.529)  0.119
H (-2.769, -6.741, -2.815)  0.105
H (-0.681, -5.909, -3.840)  0.104
H (0.779, -4.356, -2.572)  0.097
H (0.187, -3.707, -0.270)  0.069
N (1.259, -0.839, 1.727)  -0.010
C (1.636, -0.721, 3.069)  -0.340
C (1.687, -1.837, 3.901)  -0.044
C (2.051, -1.698, 5.232)  -0.104
C (2.373, -0.452, 5.748)  -0.103
C (2.356, 0.656, 4.911)  -0.072
C (2.002, 0.524, 3.580)  -0.037
H (0.753, -1.687, 1.498)  0.055
H (0.771, -0.022, 1.386)  -0.078
H (1.429, -2.810, 3.499)  0.113
H (2.067, -2.570, 5.874)  0.102
H (2.633, -0.347, 6.793)  0.098
H (2.619, 1.633, 5.296)  0.107
H (2.013, 1.378, 2.916)  0.104

LUMO (alpha / beta) = 0.1 / -1.9 eV
Energy relative to the best compared isomer or geometry (same formula, charge and spin) = 1.4619 eV
Gap between HOMO and LUMO (alpha / beta) = 7.8793 / 5.9448 eV
Multiplicity = 2
HOMO level (alpha / beta) = -0.2850 / -0.2866 Eh


Here is C4H10N4 as an isolated structure from OMol25. Energies are from ωB97M-V/def2-TZVPD.

Last column: Löwdin charge in e.
Positions of all 18 atoms, in Å:
C (2.597, -1.000, 0.060)  -0.204
C (1.737, 1.122, 0.060)  -0.293
C (-1.268, -0.961, -0.170)  -0.195
C (-2.682, -0.429, 0.255)  -0.298
H (2.360, -0.861, 1.412)  0.134
H (3.727, -1.145, -0.287)  0.059
H (1.515, -1.890, -0.295)  0.164
H (1.849, 2.315, 0.437)  0.158
H (-0.388, 1.162, -0.122)  0.078
H (-1.247, -2.027, -0.213)  0.074
H (-3.398, -1.468, -0.160)  0.163
H (-2.985, -0.506, 1.407)  0.134
H (-3.105, 0.950, -1.186)  0.077
H (-3.085, 1.698, 0.546)  0.155
N (2.818, 0.524, -0.246)  -0.072
N (0.368, 0.596, 0.215)  -0.015
N (-0.040, -0.694, -0.149)  -0.053
N (-2.796, 0.915, -0.215)  -0.068

LUMO = 0.5 eV
Energy relative to the best compared isomer or geometry (same formula, charge and spin) = 8.6196 eV
Gap between HOMO and LUMO = 8.7701 eV
HOMO level = -0.3039 Eh


Here is C15H42N7Na3O10 as an isolated structure from OMol25. Energies are from ωB97M-V/def2-TZVPD.

Last column: Löwdin charge in e.
Positions of all 77 atoms, in Å:
Na (-2.109, 0.456, 4.951)  0.770
Na (-4.026, 0.862, 0.766)  0.667
Na (-4.037, -1.902, 3.585)  0.782
N (-0.918, -0.718, 2.106)  -0.579
O (-1.568, -1.185, 3.029)  -0.059
O (0.182, -1.092, 1.712)  0.053
O (-1.492, 0.122, 1.448)  -0.049
C (-5.090, 4.105, 0.215)  -0.097
O (-4.228, 3.115, -0.251)  -0.257
C (-3.801, 3.305, -1.607)  -0.137
C (-2.836, 2.103, -2.024)  -0.164
N (-3.521, 0.841, -1.652)  -0.109
C (-2.890, -0.366, -2.297)  -0.133
C (-1.379, -0.584, -1.926)  -0.187
O (-0.945, -1.845, -2.475)  -0.151
C (-0.662, -2.818, -1.489)  -0.111
H (-6.121, 3.787, 0.064)  0.097
H (-4.968, 5.055, -0.306)  0.106
H (-5.105, 4.270, 1.292)  0.095
H (-3.272, 4.251, -1.719)  0.134
H (-4.701, 3.233, -2.217)  0.135
H (-1.817, 2.142, -1.639)  0.104
H (-2.632, 2.177, -3.092)  0.126
H (-4.454, 1.006, -2.003)  0.111
H (-3.040, -0.210, -3.365)  0.126
H (-3.483, -1.239, -2.023)  0.123
H (-1.378, -0.444, -0.845)  0.090
H (-0.735, 0.151, -2.409)  0.109
H (-0.200, -3.630, -2.051)  0.100
H (-1.525, -3.351, -1.089)  0.064
H (0.038, -2.602, -0.682)  0.076
C (3.293, -0.952, -4.625)  -0.048
O (2.420, 0.042, -4.022)  -0.182
C (3.033, 1.280, -3.679)  -0.187
C (3.372, 1.310, -2.191)  -0.118
N (2.266, 0.888, -1.393)  0.207
C (2.548, 0.873, 0.094)  -0.078
C (3.654, 0.043, 0.707)  -0.233
O (4.801, 0.783, 0.849)  -0.174
C (5.926, 0.028, 1.249)  -0.057
H (3.436, -1.755, -3.902)  0.086
H (4.335, -0.672, -4.782)  0.093
H (2.907, -1.289, -5.587)  0.101
H (2.353, 2.111, -3.865)  0.132
H (3.909, 1.561, -4.263)  0.141
H (3.576, 2.356, -1.959)  0.159
H (4.254, 0.721, -1.937)  0.165
H (1.643, 0.190, -1.775)  0.149
H (1.632, 0.485, 0.539)  0.098
H (2.789, 1.912, 0.319)  0.141
H (3.774, -0.724, -0.058)  0.135
H (3.425, -0.388, 1.681)  0.138
H (6.771, 0.674, 1.491)  0.108
H (6.226, -0.525, 0.359)  0.094
H (5.712, -0.704, 2.027)  0.101
C (-2.865, -4.201, 1.265)  -0.750
O (-3.815, -3.658, 1.730)  0.031
N (-1.607, -3.875, 1.603)  0.187
N (-2.922, -5.196, 0.413)  0.202
H (-1.349, -2.968, 1.966)  0.059
H (-0.890, -4.469, 1.212)  0.119
H (-3.826, -5.481, 0.063)  0.140
H (-2.112, -5.601, -0.035)  0.128
C (0.001, 2.737, 3.154)  -0.779
O (-0.616, 2.232, 4.034)  0.042
N (-0.184, 2.582, 1.905)  0.192
N (0.998, 3.594, 3.370)  0.194
H (-0.699, 1.790, 1.547)  0.069
H (0.167, 3.281, 1.266)  0.131
H (1.010, 4.021, 4.285)  0.136
H (1.591, 3.799, 2.578)  0.117
C (2.038, -3.004, 3.766)  -0.136
O (2.101, -1.597, 4.029)  -0.136
H (2.426, -3.163, 2.760)  0.074
H (2.668, -3.474, 4.520)  0.092
H (1.046, -3.449, 3.851)  0.067
H (1.498, -1.143, 3.436)  0.014

Net charge = +3
LUMO (alpha / beta) = -9.8 / -10.9 eV
Gap between HOMO and LUMO (alpha / beta) = 6.6448 / 5.5910 eV
Multiplicity = 2
HOMO level (alpha / beta) = -0.6049 / -0.6048 Eh